# 1
{"formula": "C26H57AlCl3FLiN2O13Si2", "method": "ωB97M-V with the def2-TZVPD basis set", "species": ["C", "C", "N", "C", "C", "Si", "O", "C", "C", "C", "O", "O", "Si", "C", "C", "C", "C", "O", "C", "C", "O", "H", "H", "H", "H", "H", "H", "H", "H", "H", "H", "H", "H", "H", "H", "H", "H", "H", "H", "H", "H", "H", "H", "H", "H", "H", "H", "H", "H", "H", "Al", "C", "C", "O", "C", "O", "O", "C", "H", "H", "H", "H", "H", "H", "H", "H", "Cl", "Cl", "F", "C", "O", "O", "O", "H", "C", "C", "C", "O", "C", "N", "H", "H", "H", "H", "H", "H", "H", "H", "H", "H", "H", "C", "C", "C", "O", "C", "H", "H", "H", "H", "H", "H", "H", "H", "Li", "Cl"], "coordinates": [[7.101, -3.633, 0.888], [7.573, -4.339, -0.395], [6.521, -5.076, -1.116], [5.127, -4.670, -0.880], [4.775, -3.292, -1.463], [2.915, -3.103, -1.195], [2.582, -3.222, 0.418], [2.335, -1.407, -1.746], [1.595, -0.755, -0.573], [2.495, -0.059, 0.476], [1.673, 0.622, -0.496], [2.244, -4.395, -2.021], [0.629, -4.815, -1.729], [-0.151, -5.635, -3.237], [0.401, -5.913, -0.256], [-1.093, -5.994, 0.167], [-1.321, -7.261, 0.986], [-1.333, -8.389, 0.127], [6.669, -6.472, -1.107], [7.792, -7.008, -1.989], [5.925, -7.206, -0.508], [6.426, -2.734, 0.721], [6.650, -4.380, 1.530], [7.982, -3.249, 1.397], [8.096, -3.621, -1.035], [8.349, -5.053, -0.094], [4.514, -5.379, -1.441], [4.798, -4.784, 0.152], [5.001, -3.351, -2.534], [5.310, -2.485, -0.964], [2.745, -4.135, 0.698], [3.152, -0.719, -1.960], [1.609, -1.483, -2.555], [0.705, -1.256, -0.208], [3.464, -0.374, 0.122], [1.994, -0.422, 1.360], [-0.141, -3.546, -1.472], [-0.603, -4.922, -3.928], [-0.939, -6.274, -2.842], [0.576, -6.258, -3.759], [0.721, -6.935, -0.484], [0.950, -5.569, 0.621], [-1.741, -6.005, -0.706], [-1.304, -5.141, 0.816], [-2.304, -7.217, 1.461], [-0.555, -7.355, 1.761], [-0.500, -8.868, 0.275], [8.569, -7.425, -1.351], [8.286, -6.212, -2.570], [7.388, -7.807, -2.616], [-0.615, -2.602, -3.317], [-3.269, 5.261, 0.960], [-2.849, 5.791, -0.389], [-1.544, 5.307, -0.773], [-1.503, 4.065, -1.240], [-2.438, 3.324, -1.393], [-0.227, 3.770, -1.508], [-0.012, 2.426, -1.946], [-2.507, 5.476, 1.710], [-4.206, 5.715, 1.276], [-3.399, 4.178, 0.933], [-2.764, 6.876, -0.346], [-3.582, 5.553, -1.160], [-0.660, 2.181, -2.788], [-0.178, 1.736, -1.127], [1.023, 2.355, -2.262], [5.569, -2.380, 2.317], [-2.895, -3.813, -2.415], [4.271, -6.985, 0.808], [1.574, -10.507, 1.674], [0.810, -10.129, 0.747], [2.383, -11.587, 1.319], [1.687, -10.061, 2.812], [2.063, -11.691, 0.410], [-8.925, 7.031, 4.814], [-8.512, 6.505, 3.443], [-7.848, 5.107, 3.500], [-6.521, 5.078, 3.945], [-6.343, 5.107, 5.343], [-7.685, 7.517, 2.798], [-8.073, 7.403, 5.383], [-9.624, 7.861, 4.703], [-9.419, 6.255, 5.404], [-9.423, 6.386, 2.842], [-7.816, 4.712, 2.481], [-8.466, 4.416, 4.093], [-7.141, 4.568, 5.866], [-6.284, 6.136, 5.706], [-5.392, 4.624, 5.564], [-7.487, 7.225, 1.845], [-6.713, 7.565, 3.242], [-0.047, 9.601, -1.499], [-0.275, 8.960, -2.864], [-1.771, 9.165, -3.052], [-2.110, 10.371, -2.364], [-1.013, 10.777, -1.543], [0.984, 9.905, -1.322], [-0.337, 8.905, -0.708], [0.279, 9.508, -3.631], [0.019, 7.913, -2.914], [-2.342, 8.345, -2.603], [-2.057, 9.253, -4.101], [-0.546, 11.656, -2.004], [-1.383, 11.058, -0.557], [6.750, -5.771, -3.790], [-4.862, 7.579, 2.931]], "molar_mass_da": 821.19, "homo_ev": -5.095, "total_charge": -1, "lumo_energy_ev": -4.2525, "total_energy_ev": -120320.5304, "largest_force_ev_per_a": 4.09}

# 2
{"formula": "C32H26BrMoN5O3PS", "method": "ωB97M-V with the def2-TZVPD basis set", "species": ["Mo", "N", "C", "S", "N", "N", "C", "C", "C", "C", "C", "C", "C", "O", "H", "H", "H", "H", "H", "H", "H", "N", "P", "C", "C", "C", "C", "C", "C", "C", "C", "C", "C", "C", "C", "C", "C", "C", "C", "C", "N", "H", "H", "H", "H", "H", "H", "H", "H", "H", "H", "H", "H", "H", "H", "H", "Br", "C", "C", "C", "C", "C", "C", "C", "O", "O", "H", "H", "H", "H"], "coordinates": [[0.487, 1.167, -0.141], [-0.602, 4.885, 1.686], [-0.025, 3.701, 1.444], [0.764, 3.530, -0.147], [-0.069, 2.754, 2.326], [0.575, 1.601, 1.919], [1.170, 0.948, 2.878], [2.073, -0.135, 2.707], [2.607, -0.792, 3.833], [3.589, -1.738, 3.676], [4.078, -2.028, 2.393], [3.577, -1.396, 1.272], [2.565, -0.454, 1.432], [2.061, 0.180, 0.363], [-0.450, 5.671, 1.077], [-0.951, 5.068, 2.616], [0.984, 1.325, 3.880], [2.243, -0.535, 4.819], [4.002, -2.245, 4.536], [4.871, -2.757, 2.280], [3.960, -1.608, 0.283], [-0.606, -0.431, -2.663], [0.357, -0.996, -1.393], [1.847, -1.772, -1.955], [1.890, -3.168, -2.041], [3.011, -3.784, -2.575], [4.080, -3.018, -3.019], [4.037, -1.629, -2.938], [2.925, -1.000, -2.410], [-0.586, -2.043, -0.327], [-1.984, -2.075, -0.413], [-2.696, -2.879, 0.458], [-2.028, -3.621, 1.429], [-0.644, -3.567, 1.532], [0.087, -2.784, 0.654], [-0.092, 0.742, -3.210], [-0.302, 1.086, -4.539], [0.331, 2.200, -5.044], [1.185, 2.934, -4.221], [1.316, 2.562, -2.912], [0.658, 1.496, -2.374], [-0.995, -1.088, -3.330], [1.058, -3.774, -1.708], [3.046, -4.863, -2.648], [4.953, -3.504, -3.434], [4.874, -1.040, -3.287], [2.908, 0.079, -2.340], [-2.503, -1.493, -1.163], [-3.773, -2.942, 0.376], [-2.591, -4.254, 2.101], [-0.132, -4.154, 2.283], [1.169, -2.774, 0.712], [-0.930, 0.463, -5.161], [0.187, 2.483, -6.078], [1.735, 3.786, -4.591], [1.980, 3.104, -2.257], [-6.677, 1.093, 4.507], [-5.565, 1.454, 3.072], [-4.313, 0.823, 2.997], [-3.477, 1.079, 1.943], [-3.900, 1.982, 0.948], [-5.168, 2.621, 1.020], [-5.989, 2.349, 2.084], [-3.185, 2.366, -0.174], [-2.870, 2.863, -1.136], [-1.173, 1.072, 0.037], [-4.016, 0.138, 3.778], [-2.512, 0.602, 1.872], [-5.482, 3.313, 0.249], [-6.957, 2.823, 2.159]], "molar_mass_da": 767.48, "e_above_lowest_ev": 1.876, "homo_ev": -16.495, "total_charge": 3, "lumo_energy_ev": -10.1181, "total_energy_ev": -139197.7804, "largest_force_ev_per_a": 0.74}

# 3
{"formula": "IZn", "method": "ωB97M-V with the def2-TZVPD basis set", "species": ["Zn", "I"], "coordinates": [[1.113, -0.276, 0.759], [-1.113, 0.276, -0.759]], "molar_mass_da": 192.29, "e_above_lowest_ev": 0.538, "homo_ev": -14.980, "total_charge": 1, "lumo_energy_ev": -8.8150, "total_energy_ev": -56509.5766, "largest_force_ev_per_a": 2.23}

# 4
{"formula": "C2H10N6", "method": "ωB97M-V with the def2-TZVPD basis set", "species": ["C", "C", "H", "H", "H", "H", "H", "H", "H", "H", "H", "H", "N", "N", "N", "N", "N", "N"], "coordinates": [[-1.914, 0.221, 0.777], [0.345, -0.022, -0.220], [-1.562, 1.206, 1.435], [-1.765, -0.725, 1.417], [-2.913, 0.335, 0.229], [-0.960, -1.666, 0.139], [-0.847, -1.698, -1.747], [1.957, 0.776, -0.231], [0.036, 2.749, -0.006], [0.181, 1.903, -1.273], [2.577, -2.321, 0.304], [2.392, -0.656, 1.209], [-1.062, 0.164, -0.490], [-1.461, -1.276, -0.848], [1.099, 1.139, 0.120], [0.823, 2.348, -0.612], [0.840, -1.165, -0.298], [2.236, -1.311, 0.094]], "molar_mass_da": 118.14, "e_above_lowest_ev": 7.606, "homo_ev": -8.797, "lumo_energy_ev": 0.7707, "total_energy_ev": -11169.8776, "largest_force_ev_per_a": 5.09}

# 5
{"formula": "C46H51ClN10ORu", "method": "ωB97M-V with the def2-TZVPD basis set", "species": ["Ru", "C", "C", "C", "C", "C", "C", "C", "N", "N", "C", "C", "C", "C", "C", "C", "N", "C", "C", "C", "C", "C", "C", "N", "H", "H", "H", "H", "H", "H", "H", "H", "H", "H", "H", "H", "H", "H", "H", "H", "H", "H", "H", "H", "C", "C", "C", "C", "C", "O", "C", "C", "C", "C", "C", "C", "Cl", "C", "C", "C", "N", "C", "N", "C", "N", "H", "H", "H", "H", "H", "H", "H", "H", "H", "H", "H", "H", "H", "H", "H", "H", "H", "H", "H", "H", "H", "H", "C", "C", "N", "C", "C", "C", "C", "C", "C", "C", "C", "N", "C", "N", "H", "H", "H", "H", "H", "H", "H", "H", "H"], "coordinates": [[1.983, 0.053, 0.185], [1.937, 3.342, 1.134], [0.809, 2.858, 2.056], [1.241, 1.720, 2.945], [0.907, 1.680, 4.296], [1.389, 0.652, 5.089], [2.208, -0.311, 4.514], [2.481, -0.213, 3.163], [2.002, 0.769, 2.401], [2.109, 2.556, -0.095], [1.098, 2.895, -1.096], [1.120, 1.945, -2.270], [0.633, 2.339, -3.511], [0.725, 1.465, -4.581], [1.315, 0.224, -4.382], [1.750, -0.102, -3.109], [1.642, 0.734, -2.077], [3.445, 2.812, -0.650], [4.546, 2.047, 0.040], [5.760, 2.661, 0.324], [6.808, 1.907, 0.823], [6.589, 0.560, 1.064], [5.337, 0.037, 0.795], [4.337, 0.749, 0.283], [1.749, 4.392, 0.870], [2.877, 3.298, 1.689], [0.495, 3.689, 2.687], [-0.056, 2.554, 1.460], [0.287, 2.454, 4.724], [1.149, 0.609, 6.140], [2.637, -1.107, 5.101], [3.131, -0.931, 2.666], [0.107, 2.856, -0.636], [1.241, 3.920, -1.473], [0.206, 3.322, -3.633], [0.360, 1.753, -5.555], [1.438, -0.473, -5.196], [2.214, -1.059, -2.907], [3.456, 2.506, -1.702], [3.668, 3.886, -0.625], [5.888, 3.715, 0.143], [7.770, 2.353, 1.016], [7.366, -0.072, 1.460], [5.146, -1.012, 0.987], [-6.913, -0.198, 1.772], [-5.378, -0.154, 1.788], [-4.952, -0.407, 3.243], [-4.866, -1.299, 0.909], [-4.815, 1.238, 1.318], [-5.494, 2.308, 1.917], [-4.779, 1.440, -0.230], [-6.137, 1.702, -0.919], [-6.337, 0.843, -2.124], [-7.488, 0.063, -2.275], [-7.666, -0.737, -3.380], [-6.684, -0.773, -4.378], [-6.897, -1.759, -5.753], [-5.530, 0.011, -4.247], [-5.364, 0.797, -3.134], [-3.370, 1.526, 1.844], [-2.275, 0.678, 1.455], [-1.490, 0.729, 0.369], [-0.475, -0.115, 0.503], [-0.700, -0.683, 1.716], [-1.766, -0.213, 2.306], [-7.230, -1.163, 2.162], [-7.325, -0.115, 0.772], [-7.350, 0.558, 2.419], [-5.509, -1.254, 3.633], [-5.184, 0.454, 3.865], [-3.895, -0.644, 3.321], [-5.137, -2.243, 1.373], [-3.784, -1.286, 0.805], [-5.318, -1.280, -0.080], [-6.448, 2.199, 1.830], [-4.298, 0.574, -0.682], [-4.146, 2.312, -0.404], [-6.166, 2.751, -1.232], [-6.974, 1.571, -0.237], [-8.257, 0.087, -1.518], [-8.555, -1.339, -3.483], [-4.787, -0.005, -5.029], [-4.481, 1.414, -3.045], [-3.414, 1.504, 2.932], [-3.144, 2.549, 1.532], [-1.690, 1.322, -0.499], [-0.088, -1.457, 2.137], [1.016, -4.171, -1.211], [1.018, -2.826, -0.887], [2.009, -2.263, -0.191], [3.025, -3.024, 0.192], [3.131, -4.383, -0.110], [2.083, -4.966, -0.818], [4.298, -5.143, 0.333], [5.572, -4.813, 0.090], [6.023, -3.689, -0.716], [7.388, -3.373, -0.783], [7.732, -2.281, -1.565], [6.823, -1.585, -2.221], [5.562, -1.952, -2.125], [5.141, -2.958, -1.399], [0.189, -4.597, -1.755], [0.195, -2.179, -1.167], [3.791, -2.558, 0.799], [2.104, -6.016, -1.067], [4.089, -6.042, 0.895], [6.363, -5.431, 0.487], [8.126, -3.949, -0.247], [8.759, -1.955, -1.675], [4.825, -1.388, -2.681]], "molar_mass_da": 896.51, "e_above_lowest_ev": 0.000, "multiplicity": 2, "homo_ev": [-14.670, -14.670], "total_charge": 3, "lumo_energy_ev": [-7.1236, -11.2348], "total_energy_ev": -80558.8472, "largest_force_ev_per_a": 3.44}